Entry from OMol25: one molecule with the formula C4H12N2 (ωB97M-V/def2-TZVPD).

Properties
* net charge: 0
* SMILES string: CNCCCN
* multiplicity: 1
* highest occupied orbital energy: -8.79 eV
* total energy: -269.0912 a.u.
* E_LUMO: 1.16 eV
* energy above the lowest of the compared OMol25 structures with the same formula, charge and spin: 15.8 kcal/mol

Positions of all 18 atoms, in Å:
1 N -2.02779 -0.63128 -1.28014
2 N 0.90139 -0.83509 0.70511
3 C -0.20128 0.07165 1.03247
4 C 2.20169 -0.16559 0.87342
5 C -0.57043 0.98099 -0.10850
6 C -0.85447 0.23721 -1.41990
7 H -2.63804 -0.61578 -2.08398
8 H 3.01083 -0.86310 0.66318
9 H -1.84539 -1.59120 -1.04038
10 H 2.32324 0.19579 1.90534
11 H -1.13180 0.98617 -2.16311
12 H -0.00466 0.65772 1.94114
13 H 2.22819 0.73306 0.25919
14 H 0.00657 -0.31414 -1.73303
15 H -1.45671 1.58719 0.05061
16 H 0.86927 -1.56593 1.41058
17 H -1.07609 -0.52723 1.32011
18 H 0.26548 1.65958 -0.33211

Entry from OMol25: C25H48F4N4PdSSbSi3 as an isolated structure (ωB97M-V/def2-TZVPD).

Properties
* net charge: +3
* multiplicity: 5
* highest occupied orbital energy (alpha / beta): -16.77 / -17.04 eV
* total energy: -3233.6158 a.u.
* E_LUMO (alpha / beta): -7.86 / -11.75 eV
* energy above the lowest of the compared OMol25 structures with the same formula, charge and spin: 0.0 kcal/mol

Positions of all 87 atoms, in Å:
1 Sb -13.30303 -13.11097 0.34007
2 Pd -15.59089 -12.24133 1.41739
3 S -17.96134 -12.82844 0.81710
4 Si -13.57873 -14.98009 -1.42848
5 Si -11.58759 -11.50485 -0.39300
6 Si -12.12363 -14.47230 2.04567
7 F -17.85756 -15.22505 7.05667
8 F -15.63219 -17.44531 3.60032
9 F -15.71637 -15.12593 1.97169
10 F -18.77888 -13.42561 5.20824
11 N -18.38766 -15.34911 -0.27542
12 N -15.82311 -10.15911 2.09088
13 N -16.72799 -12.70256 3.08831
14 N -18.51963 -13.72980 -1.72896
15 C -12.49806 -16.13459 2.74499
16 C -14.35043 -8.30173 3.22759
17 C -14.34504 -16.57658 -0.86000
18 C -15.23277 -8.94579 -0.04864
19 C -16.03070 -16.24715 4.08780
20 C -16.28250 -9.22117 1.02523
21 C -14.46495 -9.73868 2.73551
22 C -18.74083 -14.95375 -2.41222
23 C -10.03557 -12.24721 -1.21712
24 C -11.78891 -15.43908 -1.76193
25 C -16.97020 -10.29520 3.05584
26 C -10.42528 -14.84689 1.34852
27 C -18.31698 -13.98205 -0.37255
28 C -14.42684 -14.32860 -2.95443
29 C -16.42576 -16.21286 5.44767
30 C -12.41101 -10.73266 -1.87992
31 C -18.35724 -12.38356 -2.36953
32 C -17.29539 -15.16429 5.81945
33 C -17.61599 -14.14396 4.92126
34 C -16.07626 -15.09719 3.30047
35 C -11.98643 -13.10663 3.40516
36 C -10.94992 -10.25537 0.86067
37 C -17.06335 -11.58027 3.90759
38 C -16.80739 -13.89805 3.72240
39 C -18.71048 -15.90210 -1.50662
40 H -14.56433 -13.24615 -2.82830
41 H -14.89293 -16.48610 0.13359
42 H -12.22257 -13.63991 4.35124
43 H -9.71407 -13.27645 -1.10130
44 H -14.27233 -8.51167 0.37472
45 H -13.35516 -8.01737 3.59267
46 H -9.30206 -11.59915 -0.68651
47 H -11.51243 -10.23577 -2.38753
48 H -13.86815 -14.42035 -3.89725
49 H -11.68806 -9.45178 1.03545
50 H -12.68768 -12.27118 3.32098
51 H -14.49428 -7.58523 2.49182
52 H -19.05977 -12.30102 -3.20112
53 H -9.97196 -9.83550 0.52135
54 H -13.69152 -10.03629 2.01729
55 H -12.85410 -11.33767 -2.67144
56 H -18.35634 -15.87319 0.55038
57 H -10.43644 -15.65207 0.57786
58 H -11.66159 -16.80623 2.59838
59 H -18.09712 -11.56542 4.22929
60 H -13.35655 -16.67375 2.31270
61 H -17.16000 -9.70837 0.61134
62 H -13.56603 -17.30817 -0.62808
63 H -17.89938 -10.17822 2.49462
64 H -16.99117 -9.37832 3.67995
65 H -15.41324 -14.79272 -3.07723
66 H -12.78691 -16.01391 3.80114
67 H -9.96606 -15.31534 2.22840
68 H -9.82552 -14.01271 0.98002
69 H -19.05693 -15.06470 -3.43830
70 H -14.99943 -9.82604 -0.61544
71 H -18.82492 -16.97848 -1.59645
72 H -13.16479 -9.92008 -1.65896
73 H -17.31916 -12.10921 -2.61568
74 H -14.37830 -10.39852 3.60404
75 H -16.64097 -8.27540 1.49056
76 H -10.10121 -11.97440 -2.31478
77 H -11.56712 -16.34803 -1.14134
78 H -16.24563 -17.06204 6.10497
79 H -10.82438 -10.76347 1.79820
80 H -15.02532 -8.12713 4.10692
81 H -11.64761 -15.64678 -2.85412
82 H -14.99339 -17.01666 -1.64751
83 H -18.75375 -11.70277 -1.58672
84 H -10.99329 -12.67262 3.54361
85 H -15.56800 -8.22834 -0.81083
86 H -16.44549 -11.50727 4.85040
87 H -10.97915 -14.66443 -1.56131

> Number 2 is which compound?

C25H48F4N4PdSSbSi3